The following is a DFT calculation (the ωB97M-V functional and the def2-TZVPD basis) of 8 unconnected molecules or ions with the total composition C44H97F12N8O2P3.

The geometry in ORCA input format:
```
! RIJCOSX wB97M-V def2-TZVPD def2/J DEFGRID3
* xyz 5 2
C 22.97 -2.97 -0.94
C 22.81 -1.64 -0.08
N 21.40 -1.36 0.12
C 20.66 -1.92 1.11
C 19.31 -1.42 1.04
N 19.31 -0.52 0.01
C 20.61 -0.54 -0.64
C 18.09 0.07 -0.58
H 22.65 -2.87 -1.97
H 22.52 -3.82 -0.41
H 24.02 -3.22 -1.09
H 23.26 -0.79 -0.59
H 23.33 -1.60 0.88
H 21.02 -2.70 1.76
H 18.37 -1.59 1.55
H 21.01 0.11 -1.41
H 18.24 0.22 -1.65
H 17.85 1.02 -0.11
H 17.28 -0.62 -0.35
C 8.75 -1.30 2.71
C 9.73 -0.33 1.96
N 11.08 -0.43 2.39
C 11.49 -0.79 3.62
C 12.81 -1.06 3.47
N 13.27 -0.74 2.20
C 12.16 -0.45 1.51
C 14.62 -0.71 1.70
H 8.60 -0.90 3.71
H 8.96 -2.37 2.80
H 7.79 -1.30 2.19
H 9.46 0.70 2.19
H 9.64 -0.60 0.91
H 10.91 -1.04 4.50
H 13.53 -1.45 4.17
H 12.08 -0.25 0.45
H 15.03 -1.72 1.63
H 15.23 -0.24 2.47
H 14.65 -0.23 0.73
C 11.59 -0.86 -5.79
C 12.15 -0.59 -4.32
N 11.10 0.07 -3.55
C 9.83 -0.41 -3.38
C 9.08 0.42 -2.62
N 9.90 1.42 -2.20
C 11.09 1.26 -2.84
C 9.60 2.61 -1.40
H 12.43 -1.14 -6.43
H 11.02 -0.07 -6.29
H 10.86 -1.67 -5.83
H 12.96 0.13 -4.41
H 12.53 -1.45 -3.77
H 9.64 -1.34 -3.89
H 8.04 0.46 -2.33
H 11.88 2.00 -2.77
H 10.47 3.21 -1.13
H 9.16 2.22 -0.48
H 8.81 3.21 -1.86
C 15.45 3.54 -5.64
C 16.44 2.41 -6.12
C 16.08 1.00 -5.57
C 17.16 0.02 -6.00
P 16.92 -1.76 -5.51
C 17.81 -2.75 -6.74
C 19.22 -2.38 -7.12
C 19.93 -3.20 -8.17
C 21.26 -2.48 -8.59
C 17.78 -1.99 -3.89
C 17.77 -3.42 -3.32
C 18.83 -3.56 -2.15
C 18.47 -4.69 -1.31
C 15.18 -2.27 -5.37
C 14.92 -3.73 -5.45
C 13.50 -4.20 -5.23
C 13.24 -5.69 -5.56
H 14.47 3.31 -6.07
H 15.93 4.45 -5.99
H 15.32 3.60 -4.56
H 17.46 2.60 -5.79
H 16.36 2.43 -7.21
H 15.12 0.66 -5.97
H 16.03 0.92 -4.48
H 18.18 0.27 -5.71
H 17.05 -0.12 -7.08
H 17.25 -2.91 -7.66
H 17.86 -3.78 -6.37
H 19.86 -2.44 -6.24
H 19.18 -1.33 -7.43
H 19.32 -3.40 -9.05
H 20.14 -4.16 -7.71
H 21.91 -3.17 -9.13
H 21.78 -2.16 -7.69
H 21.11 -1.64 -9.27
H 17.37 -1.33 -3.12
H 18.80 -1.62 -3.98
H 17.95 -4.09 -4.16
H 16.81 -3.65 -2.87
H 18.84 -2.68 -1.50
H 19.83 -3.70 -2.58
H 19.16 -4.71 -0.47
H 18.73 -5.63 -1.79
H 17.46 -4.62 -0.91
H 14.84 -1.85 -6.32
H 14.73 -1.81 -4.49
H 15.51 -4.18 -4.65
H 15.23 -4.15 -6.41
H 12.84 -3.60 -5.85
H 13.17 -3.97 -4.21
H 12.36 -6.10 -5.07
H 14.05 -6.37 -5.30
H 13.09 -5.82 -6.63
C 12.81 5.24 3.98
N 13.79 4.49 3.02
C 13.45 2.99 3.16
C 13.53 4.94 1.52
C 15.26 4.73 3.47
C 16.48 4.22 2.61
O 16.77 2.87 2.94
H 11.87 4.69 3.96
H 12.78 6.29 3.68
H 13.14 5.10 5.01
H 13.65 2.57 4.15
H 13.91 2.35 2.41
H 12.36 2.88 3.11
H 14.10 4.21 0.94
H 13.79 5.98 1.36
H 12.45 4.87 1.37
H 15.26 4.34 4.48
H 15.31 5.82 3.46
H 17.34 4.83 2.88
H 16.42 4.37 1.53
H 17.64 2.65 2.59
C 18.57 4.63 -4.13
N 18.92 5.33 -2.78
C 20.29 4.89 -2.23
C 19.16 6.84 -3.04
C 17.84 5.11 -1.67
C 16.59 5.96 -1.82
O 15.78 5.48 -2.87
H 18.45 3.55 -4.05
H 19.30 5.01 -4.85
H 17.64 5.16 -4.33
H 20.73 5.63 -1.57
H 20.96 4.93 -3.09
H 20.20 4.01 -1.59
H 19.44 7.29 -2.09
H 18.29 7.35 -3.46
H 19.91 6.93 -3.82
H 18.24 5.37 -0.69
H 17.63 4.04 -1.72
H 16.96 6.98 -1.82
H 15.90 5.92 -0.97
H 15.50 4.61 -2.58
P 14.57 2.03 -1.50
F 14.61 0.38 -1.53
F 16.08 2.23 -2.03
F 13.99 2.08 -3.02
F 14.39 3.70 -1.41
F 13.13 1.85 -0.86
F 15.11 1.91 0.05
P 11.75 -2.97 -0.97
F 10.99 -3.01 -2.45
F 10.86 -4.26 -0.72
F 12.92 -3.89 -1.73
F 12.48 -3.03 0.51
F 12.55 -1.64 -1.41
F 10.45 -2.22 -0.26
*
```

- LUMO level (alpha / beta) (eV) = -11.8 / -16.1
- ⟨S²⟩ = 0.762
- E_HOMO (alpha / beta) (eV) = -19.6 / -19.6
- Kohn-Sham gap (alpha / beta) (eV) = 7.81 / 3.52
- E (hartree) = -4544.1691
- largest force on an atom (eV/A) = 5.496


The following is a DFT calculation (the ωB97M-V functional and the def2-TZVPD basis) of a molecular structure, C20H42N4O6S2Se2Zr.

The geometry in ORCA input format:
```
! RIJCOSX wB97M-V def2-TZVPD def2/J DEFGRID3
* xyz 2 1
Zr -0.04 -0.28 -0.02
O -0.56 -2.11 -1.46
C 0.18 -2.16 -2.72
C 1.64 -1.87 -2.43
N 1.79 -0.59 -1.71
C 1.72 0.57 -2.64
C 0.27 1.01 -2.62
O -0.47 1.05 -3.56
O -0.12 1.25 -1.35
C 2.94 -0.64 -0.78
C 2.28 -0.95 0.59
O 1.31 -1.90 0.43
O 1.67 0.22 1.04
H -0.23 -2.83 -0.91
H -0.28 -1.42 -3.37
H 0.05 -3.15 -3.16
H 2.21 -1.86 -3.35
H 2.03 -2.66 -1.78
H 2.05 0.28 -3.64
H 2.33 1.39 -2.27
H 3.41 0.35 -0.73
H 3.68 -1.38 -1.08
C 3.02 5.19 0.03
Se 2.22 3.45 -0.26
C 0.39 4.00 0.19
C -0.11 3.57 1.56
Se -1.12 1.89 1.62
C -2.57 2.48 0.46
H 2.60 5.91 -0.66
H 4.09 5.09 -0.16
H 2.87 5.51 1.06
H -0.27 3.65 -0.60
H 0.43 5.08 0.14
H -0.84 4.28 1.95
H 0.69 3.48 2.29
H -2.78 3.52 0.70
H -3.44 1.88 0.70
H -2.29 2.36 -0.58
C 6.42 0.60 3.50
N 5.58 -0.45 2.93
C 4.45 -0.23 2.28
N 4.05 1.00 2.03
S 3.53 -1.64 1.83
H 7.26 0.14 4.00
H 5.85 1.19 4.23
H 6.80 1.26 2.71
H 5.88 -1.41 3.04
H 4.61 1.79 2.31
H 3.13 1.16 1.62
C 0.15 -0.86 3.78
S -1.01 -1.42 2.52
C -0.61 -3.17 2.52
H 1.16 -1.14 3.50
H -0.12 -1.31 4.74
H 0.07 0.22 3.86
H -0.76 -3.57 3.52
H 0.42 -3.32 2.19
H -1.29 -3.68 1.84
O -2.17 -0.46 -0.10
C -3.29 -0.70 -0.63
C -3.52 -0.38 -2.08
C -3.80 -1.63 -2.93
C -5.22 -2.16 -2.82
C -5.63 -2.64 -1.43
C -5.60 -1.55 -0.36
N -4.25 -1.21 0.10
H -2.64 0.16 -2.43
H -4.37 0.31 -2.15
H -3.08 -2.41 -2.68
H -3.61 -1.35 -3.97
H -5.34 -2.98 -3.53
H -5.92 -1.38 -3.14
H -4.99 -3.47 -1.11
H -6.65 -3.03 -1.47
H -6.15 -1.87 0.52
H -6.08 -0.64 -0.73
H -4.01 -1.40 1.07
*
```

- LUMO level (eV) = -4.7
- energy above the lowest of the compared OMol25 structures with the same formula, charge and spin (eV) = 0.2970
- E_HOMO (eV) = -13.2
- Kohn-Sham gap (eV) = 8.48
- E (hartree) = -7103.7923
- largest force on an atom (eV/A) = 0.561